{"formula": "C24H36F3N6O2S", "method": "ωB97M-V/def2-TZVPD", "charge": 1, "mol_weight_g_mol": 529.7, "homo_energy_ev": -13.24, "species": ["O", "N", "O", "C", "C", "N", "C", "S", "C", "C", "C", "C", "F", "F", "F", "C", "H", "H", "H", "H", "H", "H", "H", "H", "C", "C", "C", "C", "N", "H", "H", "H", "H", "H", "H", "H", "C", "C", "C", "C", "N", "H", "H", "H", "H", "H", "H", "H", "C", "C", "C", "C", "N", "H", "H", "H", "H", "H", "H", "H", "C", "C", "C", "C", "N", "H", "H", "H", "H", "H", "H", "H"], "positions_angstrom": [[0.433, -4.587, 3.402], [-0.061, -4.773, 2.395], [-0.200, -3.478, 1.611], [-1.098, -2.603, 2.106], [-0.874, -1.251, 1.901], [-1.751, -0.371, 2.384], [-2.860, -0.703, 3.058], [-3.924, 0.598, 3.595], [-3.162, -2.049, 3.256], [-4.418, -2.523, 3.926], [-5.623, -2.357, 2.963], [-5.945, -3.652, 2.279], [-6.960, -3.509, 1.423], [-4.882, -4.117, 1.587], [-6.284, -4.607, 3.164], [-2.253, -2.987, 2.778], [-0.018, -0.873, 1.361], [-1.582, 0.618, 2.235], [-3.529, 0.707, 4.874], [-4.299, -3.585, 4.104], [-4.616, -1.997, 4.848], [-5.401, -1.645, 2.174], [-6.515, -2.017, 3.474], [-2.475, -4.030, 2.938], [-0.596, 2.150, -2.249], [-0.188, 0.825, -1.622], [-1.322, -0.208, -1.601], [-2.453, 0.275, -0.806], [-3.328, 0.652, -0.170], [-1.392, 2.644, -1.689], [0.257, 2.826, -2.278], [-0.942, 2.002, -3.273], [0.171, 0.999, -0.603], [0.648, 0.409, -2.187], [-0.972, -1.146, -1.169], [-1.665, -0.419, -2.614], [1.989, 1.255, 4.765], [3.237, 1.675, 3.997], [2.935, 2.099, 2.553], [2.337, 0.999, 1.797], [1.872, 0.125, 1.223], [1.518, 0.379, 4.311], [2.242, 0.993, 5.791], [1.255, 2.063, 4.796], [3.954, 0.853, 3.991], [3.714, 2.511, 4.508], [3.847, 2.406, 2.043], [2.243, 2.942, 2.538], [1.806, 5.497, -4.782], [2.757, 5.623, -3.597], [3.850, 4.547, -3.592], [3.269, 3.206, -3.514], [2.793, 2.168, -3.452], [1.266, 4.550, -4.761], [1.067, 6.297, -4.765], [2.347, 5.560, -5.728], [2.188, 5.567, -2.667], [3.237, 6.603, -3.619], [4.517, 4.682, -2.740], [4.452, 4.608, -4.500], [2.961, -2.637, -4.635], [2.701, -2.249, -3.185], [1.600, -3.095, -2.530], [0.325, -2.939, -3.233], [-0.667, -2.805, -3.789], [2.078, -2.475, -5.256], [3.768, -2.035, -5.051], [3.247, -3.687, -4.716], [2.427, -1.192, -3.136], [3.618, -2.367, -2.606], [1.459, -2.795, -1.490], [1.871, -4.151, -2.540]], "forces_ev_per_a": [[-0.17, 0.03, -0.02], [0.34, -0.74, 0.40], [-0.26, 0.82, -0.54], [0.03, -0.09, 0.13], [0.10, -0.11, -0.17], [0.09, -0.15, 0.01], [-0.51, -0.20, 0.62], [-0.23, 0.50, -0.36], [0.53, 0.05, 0.03], [-0.30, 0.09, -0.90], [0.25, 0.06, 0.10], [-0.33, -0.03, 0.01], [0.06, -0.06, -0.02], [0.10, -0.06, -0.05], [0.03, -0.06, -0.04], [-0.03, 0.19, 0.05], [0.14, 0.05, 0.04], [-0.06, 0.05, -0.12], [0.21, -0.29, -0.01], [0.00, -0.08, 0.48], [0.09, 0.04, 0.24], [-0.05, 0.19, -0.08], [-0.13, 0.00, 0.13], [0.02, -0.20, -0.07], [-0.02, 0.06, -0.01], [0.04, 0.17, -0.01], [0.16, 0.28, 0.01], [0.26, -0.32, -0.36], [-0.24, 0.12, 0.51], [-0.04, -0.07, 0.01], [0.02, -0.01, -0.05], [0.00, 0.03, -0.02], [0.02, -0.09, -0.05], [0.01, -0.06, 0.05], [-0.10, -0.10, -0.06], [-0.05, -0.09, 0.01], [0.01, 0.01, -0.03], [-0.11, -0.09, 0.16], [0.12, -0.08, 0.15], [0.23, 0.44, 0.14], [-0.26, -0.36, -0.17], [0.01, 0.01, -0.02], [-0.01, 0.01, 0.01], [0.00, 0.00, 0.01], [0.04, 0.03, -0.05], [0.03, 0.04, -0.07], [-0.02, 0.02, -0.06], [-0.01, 0.01, -0.04], [-0.01, 0.01, 0.05], [-0.15, 0.05, -0.13], [-0.14, 0.11, 0.05], [0.31, 0.42, -0.05], [-0.28, -0.54, 0.11], [0.04, -0.03, -0.01], [0.01, 0.01, -0.02], [-0.01, -0.01, -0.01], [0.06, -0.01, 0.04], [0.07, -0.03, 0.04], [0.05, -0.03, -0.02], [0.02, -0.02, -0.01], [0.00, 0.02, 0.02], [0.08, 0.03, -0.17], [0.12, 0.18, -0.10], [0.33, -0.15, 0.28], [-0.39, 0.14, -0.15], [-0.02, -0.03, 0.02], [0.01, -0.01, 0.00], [0.00, -0.01, -0.01], [-0.01, 0.00, 0.06], [-0.05, -0.01, 0.08], [-0.03, -0.04, 0.03], [-0.02, -0.03, 0.00]]}